Run P
{"formula": "C34H32CoN3O6P2S2", "method": "ωB97M-V with the def2-TZVPD basis set", "homo_lumo_gap_ev": [8.7, 8.7], "homo_ev": [-10.9, -10.9], "e_lumo_ev": [-2.223, -2.216], "total_charge": 1, "s2": 3.757, "multiplicity": 4, "elements": ["C", "H", "H", "C", "C", "H", "C", "N", "C", "C", "O", "O", "C", "C", "C", "C", "H", "H", "C", "H", "H", "C", "H", "C", "H", "C", "H", "O", "C", "H", "O", "H", "H", "C", "C", "H", "H", "C", "C", "H", "H", "C", "H", "C", "H", "C", "P", "H", "H", "H", "S", "C", "H", "C", "C", "C", "C", "H", "C", "C", "Co", "C", "H", "C", "N", "P", "C", "H", "H", "N", "O", "H", "O", "H", "H", "C", "S", "H", "H", "C"], "coordinates": [[-2.047, -0.652, 0.763], [-4.045, -2.759, -3.860], [6.661, -3.570, -0.167], [-2.206, -4.578, 3.117], [-4.020, 1.611, -2.874], [-1.256, -2.674, 2.838], [-3.469, 1.257, -1.655], [2.856, -2.427, 1.337], [3.338, 5.047, -0.018], [-1.760, 2.181, 1.275], [1.761, 2.553, -1.873], [3.373, -1.450, -1.033], [2.767, 1.630, 1.170], [6.632, -2.483, -0.251], [-2.930, -5.690, 1.107], [-1.743, -3.517, 2.360], [-0.934, 3.062, 4.437], [-2.639, 4.792, 3.967], [-1.114, 2.148, 2.510], [-0.193, 1.772, -2.363], [7.495, -2.147, -0.815], [2.964, 3.076, 1.329], [2.919, -2.184, 2.315], [-3.196, 2.004, -3.921], [-3.761, 4.860, 1.769], [-2.390, 4.058, 3.212], [-5.094, 1.586, -3.006], [4.206, 2.318, -1.913], [4.299, -1.992, -0.449], [-3.641, -2.530, -1.433], [0.295, -2.068, 0.375], [-3.379, -6.545, 0.620], [3.561, 6.855, 1.104], [3.387, 5.789, 1.158], [-2.707, 3.162, 1.004], [-3.635, 2.278, -4.872], [3.261, 5.781, 3.298], [-1.432, 3.087, 3.477], [-0.451, -2.202, -2.555], [4.809, -3.155, 1.205], [-3.125, -0.708, 0.610], [3.219, 5.183, 2.398], [-3.184, -6.486, 3.079], [-3.039, -2.603, -3.492], [-2.153, -2.637, -5.442], [-1.973, -2.533, -4.380], [-1.179, -2.129, 0.090], [3.467, 5.508, -0.988], [2.290, -3.259, 1.207], [2.868, 3.325, 3.454], [2.999, 2.429, -1.160], [-1.887, -3.532, 0.972], [-0.349, 1.402, 2.698], [3.125, 3.692, 0.097], [-2.468, -4.627, 0.344], [-1.822, 2.058, -3.744], [-3.022, 4.098, 1.978], [-4.122, 0.970, -0.837], [-2.815, -2.471, -2.133], [3.000, 3.815, 2.499], [1.814, -0.619, 0.200], [-0.682, -2.332, -3.914], [-1.182, 2.385, -4.554], [-2.809, -5.661, 2.488], [2.866, 1.164, -0.053], [-1.313, 0.899, 0.091], [-1.518, -2.271, -1.665], [-2.096, -4.563, 4.193], [0.145, -2.279, -4.610], [4.121, -2.565, 0.771], [5.492, -2.054, -1.002], [6.651, -2.021, 0.737], [0.170, 0.716, 0.038], [-3.185, 3.204, 0.033], [-1.837, -0.629, 1.835], [-2.086, 1.297, -1.483], [2.343, 0.545, 2.395], [0.553, -2.052, -2.177], [-2.560, -4.652, -0.735], [-1.261, 1.708, -2.525]], "mulliken_charge": [-1.108, 0.456, 0.323, -0.723, -0.779, 0.306, -0.385, -0.493, -0.712, 0.507, -0.590, -0.554, 1.322, -0.833, -0.728, -0.760, 0.459, 0.409, -0.276, 0.316, 0.258, 0.137, 0.288, -0.598, 0.424, -0.542, 0.460, -0.660, 0.609, 0.544, -0.489, 0.419, 0.413, -0.506, -0.405, 0.425, 0.420, -0.821, -0.587, 0.232, 0.558, -0.657, 0.394, -0.852, 0.434, -0.587, 0.475, 0.492, 0.281, 0.450, 0.916, 0.616, 0.067, 0.047, -0.341, -0.680, -0.735, 0.450, 0.006, -0.605, 1.658, -0.704, 0.504, -0.493, -0.185, 0.198, 0.347, 0.414, 0.468, -0.141, -0.306, 0.378, 0.277, 0.390, 0.674, 0.766, -0.564, 0.443, 0.428, -0.460]}

=====

Run Q
{"formula": "C34H32CoN3O6P2S2", "method": "ωB97M-V with the def2-TZVPD basis set", "homo_lumo_gap_ev": [8.6, 8.5], "homo_ev": [-10.9, -10.9], "e_lumo_ev": [-2.326, -2.380], "total_charge": 1, "s2": 3.756, "multiplicity": 4, "elements": ["C", "C", "H", "N", "S", "H", "H", "C", "H", "C", "H", "C", "O", "C", "C", "C", "C", "C", "H", "O", "C", "H", "C", "C", "C", "P", "O", "Co", "H", "H", "C", "P", "C", "H", "C", "H", "H", "C", "H", "C", "H", "H", "H", "C", "C", "C", "H", "H", "C", "H", "O", "C", "H", "N", "H", "C", "C", "H", "H", "H", "H", "C", "C", "H", "C", "C", "N", "O", "H", "H", "C", "S", "O", "H", "C", "H", "C", "H", "C", "H"], "coordinates": [[1.940, 3.130, -1.534], [2.333, 3.417, -2.829], [1.508, -3.995, 1.557], [-0.623, -3.207, 0.438], [-1.134, -1.955, 2.621], [1.936, 1.432, 3.458], [5.596, -3.310, -0.374], [-3.003, 1.099, 2.057], [-5.611, -6.206, 0.298], [2.879, 2.417, -3.625], [2.462, -2.924, 2.406], [2.097, 1.836, -1.035], [-0.973, -4.337, -1.860], [-4.228, 1.209, 2.692], [5.082, -3.779, -1.213], [-2.721, -3.866, 1.258], [-1.975, 3.681, -3.201], [2.967, -2.805, -0.653], [3.457, 0.355, -3.752], [-0.024, -5.577, 0.043], [2.602, 2.215, 3.114], [-2.149, 0.739, 2.608], [2.695, 2.477, 1.747], [-2.879, 1.422, 0.707], [-1.519, -3.032, 1.391], [-1.274, 1.158, -0.085], [2.025, -2.084, -0.939], [0.589, -1.623, 0.656], [4.867, -4.827, -0.997], [-0.916, 0.000, -2.648], [-1.747, 2.852, -4.292], [1.656, 1.475, 0.668], [3.561, 3.460, 1.279], [-1.202, 0.889, -4.960], [-3.587, -5.652, -0.131], [-4.317, 0.943, 3.738], [-0.305, 1.831, 1.981], [-4.790, -5.555, 0.564], [-3.459, -6.363, -0.936], [-5.335, 1.661, 1.986], [3.650, 3.647, 0.218], [3.722, -4.147, 0.709], [-2.294, 4.704, -3.350], [3.362, 2.947, 4.010], [-0.063, 2.084, 0.946], [-1.364, 1.532, -4.104], [-1.873, 3.241, -5.294], [-0.133, 3.163, 0.812], [-2.573, -4.799, 0.238], [-4.040, -3.036, 2.731], [3.895, -3.060, -1.556], [3.035, 1.133, -3.129], [4.811, 4.512, 4.240], [2.083, -3.156, 1.498], [4.986, 4.961, 1.819], [2.647, 0.838, -1.830], [4.316, 4.194, 2.183], [2.213, 4.419, -3.219], [-5.897, -4.563, 2.105], [-6.072, 2.360, 0.098], [3.172, 2.645, -4.641], [-1.408, 1.867, -1.731], [-3.917, -3.771, 1.946], [5.713, -3.729, -2.094], [-5.212, 1.999, 0.647], [-3.991, 1.875, 0.002], [3.131, -3.340, 0.588], [-0.859, -0.283, -0.133], [3.293, 2.742, 5.069], [-6.293, 1.744, 2.482], [-1.805, 3.190, -1.918], [-0.942, -4.585, -0.455], [1.791, 0.030, 1.058], [-1.994, 3.827, -1.060], [-4.950, -4.627, 1.586], [2.757, -0.161, -1.431], [-1.197, 1.031, -2.822], [1.518, 3.912, -0.913], [4.214, 3.939, 3.542], [-3.915, 2.116, -1.050]], "mulliken_charge": [-0.213, -0.811, 0.313, 0.216, -0.486, 0.364, 0.379, -0.542, 0.412, -0.679, 0.268, 0.814, -0.645, -0.915, -0.906, 0.272, -0.869, 0.882, 0.489, -0.704, -0.733, 0.162, 0.563, 0.703, 1.039, 0.695, -0.510, 0.688, 0.340, 0.362, -0.579, 1.133, -0.328, 0.460, -0.649, 0.442, 0.660, -0.540, 0.467, -0.500, 0.407, 0.264, 0.470, -0.664, -1.121, -0.603, 0.410, 0.660, 0.144, 0.468, -0.324, -0.508, 0.390, -0.514, 0.423, -0.926, -0.733, 0.460, 0.407, 0.424, 0.428, 0.587, -0.718, 0.257, -0.767, -0.346, -0.157, -0.244, 0.419, 0.404, -0.227, 1.004, -0.650, 0.473, -0.564, 0.196, -0.524, 0.513, -0.520, 0.393]}

=====

If we sort the structures by their calculated energies, the order from most to least stable is run Q, run P.

=====

Run P
{"formula": "C3H10NOS", "method": "ωB97M-V with the def2-TZVPD basis set", "homo_lumo_gap_ev": 6.3, "homo_ev": -2.5, "e_lumo_ev": 3.819, "total_charge": -1, "elements": ["H", "C", "N", "H", "H", "C", "H", "H", "H", "H", "C", "H", "H", "O", "H", "S"], "coordinates": [[1.047, 1.572, 1.614], [0.546, 0.962, -0.646], [1.324, -0.491, 1.414], [0.598, 1.967, -0.957], [-0.340, -2.451, -2.824], [0.652, 0.757, 1.014], [-0.672, 0.920, -0.867], [-0.966, 0.262, 2.510], [-1.414, 1.406, 1.052], [-0.242, -1.115, -3.679], [-0.852, 0.477, 1.379], [1.430, -0.592, 2.438], [0.439, -1.076, 1.531], [-0.799, -1.852, -3.512], [1.067, 0.172, -1.071], [-1.819, -0.919, 0.604]], "mulliken_charge": [0.317, -1.283, -0.821, 0.372, 0.329, 0.505, 0.252, 0.357, 0.350, 0.297, -1.369, 0.280, 0.218, -0.634, 0.399, -0.569]}

=====

Run Q
{"formula": "C3H10NOS", "method": "ωB97M-V with the def2-TZVPD basis set", "homo_lumo_gap_ev": 5.7, "homo_ev": -2.4, "e_lumo_ev": 3.315, "total_charge": -1, "elements": ["O", "H", "H", "H", "H", "N", "H", "S", "H", "H", "H", "H", "H", "C", "C", "C"], "coordinates": [[-0.703, 2.084, 1.847], [0.421, 0.905, 0.559], [2.318, 0.921, -1.513], [2.720, -0.403, -2.610], [1.980, -0.742, -1.028], [-0.961, -1.402, 0.660], [-0.250, -0.486, 2.417], [0.367, 0.097, -2.635], [-1.334, -2.255, 1.062], [-1.569, -1.171, -0.120], [-1.963, -0.129, 2.108], [-0.166, 0.747, -1.584], [-1.265, 1.128, 0.068], [-0.990, -0.305, 1.634], [2.002, -0.056, -1.871], [-0.606, 1.067, 1.005]], "mulliken_charge": [-0.870, -0.153, 0.287, 0.302, 0.287, -0.482, 0.302, -0.214, 0.188, 0.165, 0.251, 0.060, -0.052, -0.441, -0.801, 0.172]}

=====

If we sort the structures by their calculated energies, the order from most to least stable is run Q, run P.

=====

Run P
{"formula": "C3H10NOS", "method": "ωB97M-V with the def2-TZVPD basis set", "homo_lumo_gap_ev": 6.7, "homo_ev": -2.9, "e_lumo_ev": 3.840, "total_charge": -1, "elements": ["N", "H", "O", "H", "S", "H", "C", "H", "C", "H", "H", "H", "H", "H", "H", "C"], "coordinates": [[0.535, 0.634, -1.236], [1.182, -0.092, -1.057], [0.044, -2.646, 1.580], [-1.026, 1.467, 0.132], [-0.313, 0.383, 2.880], [1.489, 0.227, 1.214], [-0.272, 0.703, 0.099], [0.114, -1.682, 2.110], [-0.298, 0.466, -2.438], [-0.854, -0.272, 0.077], [-1.096, 1.235, -2.465], [-0.869, -0.560, -2.502], [-0.521, -3.177, 2.186], [0.980, 1.870, 1.399], [0.284, 0.586, -3.350], [0.619, 0.857, 1.372]], "mulliken_charge": [-0.459, 0.246, -0.680, 0.356, -0.646, 0.314, -0.385, 0.245, -0.725, 0.279, 0.260, 0.235, 0.281, 0.333, 0.296, -0.949]}

=====

Run Q
{"formula": "C3H10NOS", "method": "ωB97M-V with the def2-TZVPD basis set", "homo_lumo_gap_ev": 7.0, "homo_ev": -2.9, "e_lumo_ev": 4.057, "total_charge": -1, "elements": ["N", "C", "H", "H", "H", "H", "H", "H", "C", "O", "H", "H", "S", "H", "H", "C"], "coordinates": [[1.199, 0.628, -1.318], [0.024, -0.098, -0.700], [1.083, -1.490, 0.558], [-0.717, 0.698, -0.671], [-0.471, -1.067, 1.200], [-0.659, 1.959, 2.300], [2.001, 0.401, -0.741], [-1.299, -1.608, -1.356], [0.385, -0.654, 0.658], [-1.598, 1.927, 2.580], [0.316, -1.986, -1.712], [-0.577, -0.748, -2.711], [1.231, 0.547, 1.784], [1.110, 1.609, -1.075], [-1.656, 1.032, 2.928], [-0.374, -1.149, -1.723]], "mulliken_charge": [-0.760, 0.505, 0.324, 0.204, 0.318, 0.245, 0.272, 0.328, -1.013, -0.660, 0.309, 0.373, -0.677, 0.266, 0.313, -1.347]}

=====

If we sort the structures by their calculated energies, the order from most to least stable is run Q, run P.

=====

Run P
{"formula": "C3H10NOS", "method": "ωB97M-V with the def2-TZVPD basis set", "homo_lumo_gap_ev": 6.9, "homo_ev": -2.8, "e_lumo_ev": 4.096, "total_charge": -1, "elements": ["O", "N", "H", "C", "H", "H", "H", "H", "H", "S", "C", "H", "C", "H", "H", "H"], "coordinates": [[-0.062, 0.315, 1.995], [1.689, -1.330, 1.397], [-0.961, -0.952, -2.483], [0.906, -0.544, 2.448], [-1.472, 0.431, -0.276], [1.073, -1.504, 0.593], [-2.292, 0.268, -2.868], [1.712, 0.013, 2.969], [-0.643, 0.548, -3.346], [0.673, 1.403, -0.764], [-1.112, 0.895, -1.183], [0.732, -1.246, 3.307], [-1.231, 0.098, -2.542], [0.248, 0.306, 1.014], [2.320, -0.578, 1.059], [-1.580, 1.878, -1.320]], "mulliken_charge": [-0.451, -0.784, 0.281, -0.149, 0.345, 0.307, 0.269, 0.253, 0.245, -0.654, -0.486, 0.288, -0.949, -0.063, 0.320, 0.227]}

=====

Run Q
{"formula": "C3H10NOS", "method": "ωB97M-V with the def2-TZVPD basis set", "homo_lumo_gap_ev": 7.4, "homo_ev": -3.2, "e_lumo_ev": 4.169, "total_charge": -1, "elements": ["C", "O", "C", "H", "H", "C", "H", "N", "H", "H", "H", "H", "H", "H", "H", "S"], "coordinates": [[0.159, 0.486, 0.886], [-1.191, -1.935, -1.281], [1.553, -0.257, 0.924], [2.133, -0.351, 1.989], [-0.178, -2.018, -0.663], [-0.006, 1.115, -0.613], [-1.771, -2.535, -0.680], [-1.427, 1.489, -0.761], [0.803, 1.827, -0.714], [-1.872, 0.740, -1.237], [-1.914, 1.756, 0.065], [-0.469, -0.341, 1.149], [2.209, 0.372, 0.374], [-0.029, 1.275, 1.743], [0.520, 0.283, -1.244], [1.479, -1.905, 0.063]], "mulliken_charge": [-0.561, -0.732, -0.675, 0.238, 0.155, -0.420, 0.271, -0.673, 0.313, 0.315, 0.239, 0.319, 0.256, 0.304, 0.236, -0.584]}

=====

If we sort the structures by their calculated energies, the order from most to least stable is run P, run Q.